No. 1
Density functional theory data (the ωB97M-V functional and the def2-TZVPD basis) for C47H63BrN2P2SSiTi as an isolated structure.

**Total charge**: +1
**Molar mass**: 905.91 g/mol
**2S+1**: 2
**Highest occupied orbital energy (alpha / beta)**: -9.91 / -10.22 eV
**⟨S²⟩**: 0.76

Cartesian coordinates (Å):
Ti (-0.704, -1.529, -0.499)
C (-1.404, -0.260, -4.125)
Si (-0.975, 0.211, -2.303)
C (-2.339, 1.431, -1.720)
C (-3.102, 2.143, -2.639)
C (-4.025, 3.091, -2.235)
C (-4.166, 3.368, -0.887)
C (-3.429, 2.660, 0.046)
C (-2.544, 1.661, -0.353)
P (-1.572, 0.689, 0.866)
C (-0.623, 2.078, 1.745)
C (-1.330, 2.871, 2.847)
C (-0.288, 3.678, 3.636)
C (0.786, 4.280, 2.719)
C (0.243, 4.432, 1.304)
C (-0.052, 3.055, 0.704)
C (-2.784, 0.023, 2.148)
C (-4.039, 0.807, 2.534)
C (-4.987, -0.096, 3.341)
C (-4.228, -1.081, 4.238)
C (-2.863, -0.520, 4.615)
C (-1.971, -0.435, 3.376)
C (0.501, 1.444, -2.346)
C (0.468, 2.613, -3.095)
C (1.455, 3.577, -2.974)
C (2.486, 3.397, -2.065)
C (2.558, 2.228, -1.329)
C (1.586, 1.243, -1.491)
P (1.724, -0.374, -0.681)
C (2.502, 0.012, 0.989)
C (4.017, 0.003, 1.204)
C (4.324, 0.703, 2.537)
C (3.246, 0.419, 3.592)
C (2.599, -0.941, 3.345)
C (1.881, -0.980, 1.988)
C (3.064, -1.188, -1.730)
C (4.266, -0.374, -2.237)
C (4.074, 0.345, -3.568)
C (3.542, -0.607, -4.626)
C (2.202, -1.146, -4.149)
C (2.388, -1.964, -2.874)
H (-1.216, 0.563, -4.808)
H (-0.814, -1.107, -4.466)
H (-2.452, -0.534, -4.211)
H (-2.971, 1.948, -3.691)
H (-4.612, 3.622, -2.969)
H (-4.855, 4.130, -0.556)
H (-3.544, 2.906, 1.088)
H (0.217, 1.560, 2.230)
H (-2.056, 3.553, 2.407)
H (-1.852, 2.217, 3.541)
H (-0.812, 4.471, 4.171)
H (0.191, 3.039, 4.383)
H (1.110, 5.246, 3.106)
H (1.667, 3.632, 2.689)
H (-0.663, 5.039, 1.323)
H (0.964, 4.947, 0.669)
H (-0.739, 3.180, -0.137)
H (0.872, 2.642, 0.305)
H (-3.172, -0.882, 1.664)
H (-3.797, 1.685, 3.128)
H (-4.560, 1.131, 1.632)
H (-5.620, 0.551, 3.950)
H (-5.633, -0.652, 2.661)
H (-4.810, -1.286, 5.136)
H (-4.090, -2.029, 3.714)
H (-2.985, 0.470, 5.059)
H (-2.386, -1.157, 5.360)
H (-1.130, 0.230, 3.587)
H (-1.550, -1.425, 3.163)
H (-0.345, 2.769, -3.787)
H (1.414, 4.471, -3.576)
H (3.242, 4.158, -1.937)
H (3.361, 2.099, -0.618)
H (2.139, 1.023, 1.216)
H (4.373, -1.029, 1.237)
H (4.563, 0.512, 0.414)
H (5.298, 0.361, 2.888)
H (4.393, 1.783, 2.379)
H (3.694, 0.437, 4.586)
H (2.480, 1.196, 3.573)
H (3.381, -1.702, 3.366)
H (1.895, -1.174, 4.145)
H (1.966, -1.997, 1.585)
H (0.807, -0.756, 2.095)
H (3.473, -1.915, -1.010)
H (4.584, 0.351, -1.492)
H (5.086, -1.088, -2.361)
H (3.382, 1.179, -3.461)
H (5.038, 0.755, -3.876)
H (3.423, -0.084, -5.574)
H (4.242, -1.431, -4.777)
H (1.528, -0.310, -3.957)
H (1.752, -1.782, -4.915)
H (1.399, -2.301, -2.537)
H (2.999, -2.839, -3.118)
S (-1.961, -2.937, 1.123)
C (-0.551, -3.863, 0.880)
C (-0.379, -5.138, 1.444)
C (0.763, -5.845, 1.168)
C (1.724, -5.262, 0.338)
C (1.488, -4.008, -0.173)
N (0.379, -3.298, 0.079)
H (-1.167, -5.530, 2.067)
H (0.909, -6.834, 1.574)
H (2.636, -5.779, 0.092)
H (2.219, -3.546, -0.822)
Br (-3.855, -1.343, -1.018)
C (-2.937, -2.622, -2.074)
C (-3.651, -3.338, -3.008)
C (-2.980, -4.251, -3.813)
C (-1.614, -4.415, -3.588)
C (-0.986, -3.671, -2.616)
N (-1.610, -2.737, -1.852)
H (-4.710, -3.172, -3.105)
H (-3.503, -4.808, -4.570)
H (-1.041, -5.122, -4.167)
H (0.070, -3.824, -2.423)

Mulliken atomic charge list, values in e, 6 entries: Ti -2.1130; C -1.6128; Si 2.4579; C 0.6172; C -0.5295; C -0.9970

=====

No. 2
Density functional theory data (the ωB97M-V functional and the def2-TZVPD basis) for a 20-piece molecular cluster, C47H63F13N3O47 overall.

**Total charge**: -1
**Molar mass**: 1668.97 g/mol
**Highest occupied orbital energy**: -6.10 eV

Cartesian coordinates (Å):
N (0.785, 3.363, -0.668)
H (0.358, 3.807, 0.133)
H (0.928, 2.366, -0.592)
H (1.705, 3.759, -0.797)
H (0.213, 3.590, -1.469)
N (-2.992, 4.567, -0.184)
H (-3.684, 5.158, 0.253)
H (-2.895, 4.710, -1.179)
H (-3.206, 3.580, -0.198)
H (-2.080, 4.620, 0.248)
N (-1.396, 2.454, 2.733)
H (-2.377, 2.574, 2.524)
H (-0.946, 3.336, 2.535)
H (-1.065, 1.740, 2.099)
H (-1.150, 2.150, 3.664)
C (0.130, 6.872, 2.197)
C (-0.875, 5.774, 1.840)
O (-2.135, 5.953, 2.060)
O (-0.439, 4.706, 1.323)
H (-0.348, 7.834, 2.010)
H (1.092, 6.920, 1.687)
H (0.384, 6.564, 3.211)
C (-1.600, 5.287, -4.505)
C (-1.703, 5.287, -2.947)
O (-1.193, 4.370, -2.308)
O (-2.164, 6.269, -2.372)
H (-1.647, 6.310, -4.879)
H (-2.361, 4.627, -4.921)
H (-0.607, 5.060, -4.891)
C (0.235, -1.319, 0.028)
C (0.507, 0.170, -0.025)
O (-0.096, 0.889, 0.827)
O (1.233, 0.561, -0.964)
H (0.751, -1.955, 0.747)
H (0.466, -1.963, -0.821)
H (-0.819, -1.527, 0.210)
C (-6.150, 2.775, 1.719)
C (-4.695, 2.635, 1.827)
O (-4.036, 2.255, 0.819)
O (-4.080, 3.038, 2.851)
H (-6.619, 3.271, 2.569)
H (-6.525, 1.768, 1.534)
H (-6.283, 3.393, 0.830)
C (2.822, -0.148, 3.440)
C (3.434, -0.735, 2.144)
O (4.130, -1.844, 2.707)
C (4.395, -1.564, 3.986)
O (5.083, -2.244, 4.720)
O (3.892, -0.432, 4.270)
F (4.352, 0.063, 1.550)
H (1.853, -0.566, 3.714)
H (2.606, 0.920, 3.464)
H (2.808, -0.992, 1.290)
C (3.900, 4.062, 2.898)
C (4.566, 5.229, 2.311)
O (4.518, 6.161, 3.378)
C (3.405, 5.853, 4.113)
O (2.939, 6.503, 5.021)
O (2.884, 4.708, 3.597)
F (3.865, 5.724, 1.225)
H (4.547, 3.499, 3.572)
H (3.493, 3.357, 2.173)
H (5.547, 4.897, 1.969)
C (-2.051, -7.545, 0.031)
C (-1.438, -7.392, 1.520)
O (-2.048, -6.226, 1.954)
C (-2.462, -5.475, 0.824)
O (-2.834, -4.266, 0.884)
O (-2.172, -6.155, -0.240)
F (-0.060, -7.439, 1.605)
H (-3.007, -8.069, 0.035)
H (-1.403, -8.208, -0.542)
H (-1.837, -8.129, 2.217)
C (0.568, 1.207, 8.731)
C (1.052, -0.185, 8.214)
O (1.477, 0.159, 6.896)
C (0.625, 1.087, 6.475)
O (0.468, 1.325, 5.293)
O (0.017, 1.702, 7.503)
F (-0.021, -1.056, 7.995)
H (1.392, 1.854, 9.029)
H (-0.174, 1.139, 9.527)
H (1.704, -0.665, 8.943)
C (-2.643, 0.185, -1.588)
C (-1.605, -0.399, -2.568)
O (-2.097, -0.171, -3.880)
C (-3.228, 0.429, -3.835)
O (-4.043, 0.648, -4.730)
O (-3.514, 0.845, -2.570)
F (-1.537, -1.718, -2.362)
H (-2.176, 0.921, -0.932)
H (-3.089, -0.675, -1.089)
H (-0.672, 0.153, -2.451)
C (2.616, -5.666, -0.710)
C (3.768, -5.557, 0.259)
O (4.068, -6.939, 0.293)
C (3.470, -7.691, -0.727)
O (3.650, -8.846, -1.018)
O (2.819, -6.798, -1.504)
F (3.523, -5.151, 1.463)
H (2.695, -4.860, -1.440)
H (1.656, -5.624, -0.195)
H (4.592, -4.972, -0.149)
C (4.630, -1.751, -2.756)
C (4.405, -1.375, -1.348)
O (5.505, -0.516, -0.899)
C (6.357, -0.360, -1.879)
O (7.397, 0.332, -1.805)
O (5.965, -1.150, -2.943)
F (4.376, -2.457, -0.468)
H (4.010, -1.274, -3.515)
H (4.718, -2.835, -2.820)
H (3.415, -0.926, -1.267)
C (6.407, 3.782, -2.320)
C (7.040, 3.390, -0.951)
O (5.961, 3.662, -0.103)
C (4.846, 3.248, -0.819)
O (3.714, 3.066, -0.329)
O (5.105, 3.212, -2.136)
F (8.043, 4.210, -0.622)
H (6.844, 3.441, -3.259)
H (6.226, 4.856, -2.366)
H (7.403, 2.373, -0.806)
C (-2.856, -2.528, 4.126)
C (-2.186, -1.693, 3.056)
O (-1.014, -1.410, 3.733)
C (-0.734, -2.402, 4.567)
O (0.357, -2.630, 5.103)
O (-1.779, -3.131, 4.793)
F (-2.946, -0.736, 2.803)
H (-3.382, -3.431, 3.814)
H (-3.413, -1.814, 4.731)
H (-2.003, -2.305, 2.173)
C (2.576, 3.135, -5.027)
C (2.329, 1.907, -4.147)
O (2.408, 0.934, -5.293)
C (2.159, 1.485, -6.452)
O (1.805, 0.984, -7.525)
O (1.892, 2.758, -6.225)
F (1.066, 1.927, -3.702)
H (3.647, 3.283, -5.167)
H (2.215, 4.036, -4.531)
H (3.040, 1.929, -3.320)
C (-5.697, -3.309, -5.549)
C (-5.849, -1.782, -5.374)
O (-6.015, -1.652, -3.943)
C (-5.236, -2.616, -3.461)
O (-4.715, -2.687, -2.357)
O (-4.962, -3.562, -4.379)
F (-7.021, -1.416, -5.952)
H (-4.914, -3.478, -6.288)
H (-6.592, -3.931, -5.586)
H (-4.995, -1.213, -5.742)
C (-5.618, -1.728, 0.584)
C (-6.893, -1.153, -0.087)
O (-7.570, -1.077, 1.172)
C (-6.791, -1.034, 2.183)
O (-7.226, -0.539, 3.225)
O (-5.697, -1.745, 1.995)
F (-7.376, -2.260, -0.708)
H (-4.814, -1.021, 0.380)
H (-5.163, -2.657, 0.239)
H (-6.852, -0.338, -0.809)
C (-0.102, -5.509, -4.928)
C (-0.538, -5.291, -3.494)
O (0.448, -4.481, -2.854)
C (1.097, -3.823, -3.861)
O (2.001, -3.020, -3.709)
O (0.664, -4.348, -5.071)
F (-0.462, -6.481, -2.938)
H (-1.052, -5.499, -5.464)
H (0.246, -6.484, -5.267)
H (-1.563, -4.923, -3.519)

Mulliken atomic charge list, values in e, 6 entries: N 1.7486; H 0.0487; H -0.8923; H 0.3411; H 0.4537; N 0.4570